No. 1
ORCA calculation (the ωB97M-V functional and the def2-TZVPD basis) on a 11-piece molecular cluster, C40H82N2O11 overall at a distorted geometry.

```
135
Properties=species:S:1:pos:R:3:lowdin_charge:R:1
C -4.601 0.197 -2.466 -0.139
C -6.039 0.547 -1.998 -0.145
C -5.813 1.093 -0.552 -0.238
O -4.623 1.818 -0.668 -0.141
C -3.727 0.915 -1.380 -0.163
H -4.420 0.554 -3.425 0.070
H -4.381 -0.849 -2.449 0.095
H -6.770 -0.282 -1.957 0.106
H -6.508 1.357 -2.636 0.122
H -5.787 0.221 0.171 0.115
H -6.568 1.772 -0.182 0.115
H -3.326 0.161 -0.675 0.099
H -2.914 1.478 -1.898 0.105
C 3.876 1.324 -3.850 -0.154
C 3.468 0.584 -5.142 -0.193
C 2.836 -0.660 -4.606 -0.195
O 1.904 -0.082 -3.615 -0.197
C 2.706 0.982 -2.926 -0.157
H 4.033 2.394 -3.925 0.111
H 4.815 0.871 -3.555 0.102
H 4.448 0.412 -5.756 0.139
H 2.763 1.156 -5.828 0.125
H 3.570 -1.349 -4.141 0.123
H 2.168 -1.193 -5.385 0.144
H 2.994 0.783 -1.944 0.061
H 1.963 1.761 -2.905 0.087
C 4.061 -2.954 -0.867 -0.150
C 3.940 -3.353 0.573 -0.164
C 3.662 -2.057 1.301 -0.214
O 2.893 -1.345 0.376 -0.155
C 3.266 -1.669 -0.957 -0.195
H 3.659 -3.655 -1.553 0.106
H 5.032 -2.665 -1.122 0.097
H 4.778 -3.956 0.860 0.104
H 3.082 -4.024 0.806 0.125
H 4.625 -1.514 1.538 0.131
H 3.097 -2.245 2.210 0.115
H 3.880 -0.927 -1.454 0.101
H 2.389 -1.770 -1.587 0.109
C -1.061 3.558 -3.018 -0.212
C -1.231 2.384 -3.920 -0.167
C -0.433 2.890 -5.130 -0.171
O 0.529 3.824 -4.640 -0.121
C 0.307 4.057 -3.279 -0.245
H -1.327 3.421 -1.972 0.095
H -1.790 4.345 -3.366 0.140
H -2.285 2.287 -4.238 0.121
H -0.903 1.485 -3.530 0.064
H -1.084 3.400 -5.820 0.114
H 0.069 2.049 -5.592 0.110
H 0.416 5.197 -3.080 0.146
H 1.032 3.523 -2.659 0.092
C -4.446 -0.450 2.677 -0.202
C -3.685 0.512 3.500 -0.165
C -2.875 -0.377 4.514 -0.166
O -3.515 -1.663 4.469 -0.148
C -4.040 -1.807 3.151 -0.223
H -4.155 -0.301 1.621 0.093
H -5.552 -0.330 2.722 0.123
H -4.348 1.198 4.046 0.109
H -2.959 1.105 2.858 0.112
H -2.927 -0.083 5.547 0.103
H -1.793 -0.373 4.096 0.125
H -4.872 -2.549 3.186 0.131
H -3.285 -2.275 2.499 0.100
C 1.048 1.896 4.806 -0.167
C 0.775 1.269 6.146 -0.181
C 1.363 -0.148 5.996 -0.202
O 1.204 -0.557 4.611 -0.153
C 1.485 0.685 3.955 -0.207
H 1.856 2.620 4.924 0.106
H 0.141 2.371 4.378 0.116
H -0.328 1.098 6.334 0.119
H 1.209 1.846 7.001 0.121
H 0.867 -0.902 6.620 0.113
H 2.499 -0.160 6.228 0.141
H 1.091 0.656 2.959 0.085
H 2.566 0.751 3.928 0.108
C -1.453 -4.636 4.105 -0.102
C -0.149 -4.216 4.981 -0.105
C 0.975 -4.954 4.285 -0.205
O 0.567 -5.014 2.911 -0.158
C -0.804 -5.241 2.883 -0.258
H -2.075 -3.769 3.891 0.076
H -2.029 -5.331 4.682 0.096
H -0.145 -4.569 5.950 0.070
H 0.071 -3.144 5.065 0.100
H 1.359 -6.019 4.559 0.144
H 1.935 -4.469 4.258 0.098
H -1.036 -6.350 2.775 0.134
H -1.221 -4.712 2.032 0.103
C -1.542 -2.368 -5.081 -0.104
C -1.459 -3.878 -4.526 -0.139
C -0.454 -3.860 -3.355 -0.196
O 0.279 -2.629 -3.519 -0.165
C -0.664 -1.635 -3.976 -0.186
H -2.558 -2.035 -5.305 0.089
H -1.001 -2.301 -6.074 0.110
H -1.085 -4.409 -5.380 0.087
H -2.410 -4.276 -4.195 0.095
H 0.189 -4.744 -3.286 0.116
H -0.924 -3.897 -2.371 0.102
H -0.042 -0.820 -4.295 0.077
H -1.231 -1.251 -3.160 0.090
C -0.608 -1.320 -0.041 -0.131
C -0.120 0.110 -0.294 -0.147
C -0.782 0.881 0.887 -0.155
O -1.244 -0.125 1.837 -0.158
C -0.550 -1.260 1.473 -0.258
H 0.027 -2.139 -0.486 0.129
H -1.675 -1.426 -0.291 0.108
H -0.386 0.623 -1.239 0.096
H 1.023 0.206 -0.241 0.121
H -1.608 1.525 0.587 0.108
H 0.028 1.492 1.312 0.099
H -1.063 -2.112 1.871 0.100
H 0.429 -1.335 1.933 0.116
O 5.645 2.237 -1.061 0.027
C 4.803 2.455 -0.191 -0.555
N 3.813 3.429 -0.356 0.137
C 4.584 1.788 1.155 -0.011
H 3.987 3.968 -1.216 0.111
H 2.901 3.532 0.044 0.053
H 3.972 2.438 1.834 0.084
H 5.482 1.373 1.650 0.094
H 3.888 0.995 0.972 0.047
O 0.664 4.250 0.006 0.044
C 0.333 5.338 0.360 -0.637
N 0.948 6.001 1.341 0.159
C -0.786 6.069 -0.367 -0.003
H 1.629 5.524 1.898 0.104
H 0.693 7.002 1.507 0.135
H -1.466 6.618 0.341 0.096
H -1.332 5.323 -0.970 0.065
H -0.318 6.778 -1.072 0.089
```

frontier orbital gap: 9.544 eV
total charge: 0
structure (SMILES): C1CCOC1.C1CCOC1.C1CCOC1.C1CCOC1.C1CCOC1.C1CCOC1.C1CCOC1.C1CCOC1.C1CCOC1.CC(N)=O.CC(N)=O
LUMO: 0.36 eV

---

No. 2
ORCA calculation (the ωB97M-V functional and the def2-TZVPD basis) on C32H46N3O2PtSi4Te as an isolated structure at a distorted geometry.

```
89
Properties=species:S:1:pos:R:3:mulliken_spin:R:1
Pt -0.718 0.916 -1.749 0.903
C 2.008 4.383 -2.271 0.001
O 0.656 4.779 -2.497 0.007
C -0.101 3.679 -2.409 0.028
N 0.524 2.588 -2.054 0.049
C 1.922 2.895 -1.846 -0.011
C 2.870 2.009 -2.626 -0.007
C 2.445 0.936 -3.396 -0.011
C 3.370 0.187 -4.108 -0.001
C 4.717 0.498 -4.044 0.000
C 5.147 1.557 -3.262 0.000
C 4.226 2.309 -2.558 0.000
C -1.516 3.664 -2.712 0.003
C -2.373 4.704 -3.060 0.003
C -3.719 4.401 -3.256 0.000
C -4.186 3.089 -3.184 0.004
C -3.279 2.091 -2.849 -0.005
N -2.003 2.419 -2.591 0.083
C -3.484 0.668 -2.679 0.046
N -2.498 -0.108 -2.328 0.034
C -2.988 -1.458 -2.187 0.011
C -4.444 -1.341 -2.705 0.003
O -4.661 0.060 -2.870 0.011
C -2.163 -2.476 -2.939 -0.023
C -2.624 -3.786 -2.971 -0.008
C -1.929 -4.755 -3.669 0.001
C -0.766 -4.418 -4.342 0.000
C -0.293 -3.118 -4.300 0.001
C -0.984 -2.147 -3.593 -0.018
H 2.441 5.021 -1.503 0.001
H 2.571 4.508 -3.201 0.000
H 2.154 2.780 -0.777 0.007
H 1.387 0.678 -3.431 0.017
H 3.036 -0.644 -4.713 0.000
H 5.433 -0.082 -4.606 0.000
H 6.198 1.795 -3.194 0.000
H 4.557 3.130 -1.940 0.000
H -2.011 5.715 -3.149 0.000
H -4.415 5.195 -3.476 0.000
H -5.223 2.851 -3.359 0.000
H -2.979 -1.730 -1.119 0.029
H -5.180 -1.730 -2.003 0.000
H -4.566 -1.837 -3.673 0.002
H -3.527 -4.043 -2.436 0.000
H -2.293 -5.772 -3.682 0.000
H -0.232 -5.168 -4.904 0.000
H 0.619 -2.857 -4.818 0.000
H -0.600 -1.129 -3.541 0.020
C 3.856 -0.639 2.019 -0.001
Si 2.478 -1.778 2.697 -0.017
C 2.313 -3.309 1.566 0.002
C 2.944 -2.342 4.464 0.001
Si 0.407 -0.587 2.810 0.031
Te -0.822 0.159 0.686 0.722
Si 0.462 1.472 4.088 0.021
C 0.848 1.085 5.913 0.006
C -1.174 2.452 4.000 0.013
C 1.833 2.602 3.385 -0.002
Si -1.496 -1.908 3.520 0.016
C -3.140 -0.938 3.432 0.010
C -1.239 -2.505 5.307 0.008
C -1.666 -3.416 2.360 -0.001
H 4.789 -1.177 1.872 0.000
H 4.065 0.178 2.702 0.000
H 3.574 -0.211 1.061 0.000
H 3.268 -3.805 1.414 0.000
H 1.930 -3.033 0.588 -0.001
H 1.637 -4.044 1.993 0.000
H 3.885 -2.887 4.466 0.000
H 2.195 -3.003 4.891 0.000
H 3.063 -1.502 5.142 0.000
H 0.077 0.477 6.373 -0.001
H 0.919 2.001 6.490 0.001
H 1.790 0.561 6.028 0.000
H -1.981 1.938 4.507 0.000
H -1.482 2.615 2.972 -0.003
H -1.071 3.427 4.469 0.001
H 2.819 2.170 3.511 0.001
H 1.840 3.565 3.887 0.001
H 1.686 2.789 2.326 0.006
H -3.172 -0.136 4.160 0.001
H -3.990 -1.585 3.628 0.001
H -3.284 -0.495 2.452 -0.003
H -1.175 -1.678 6.005 -0.001
H -0.335 -3.093 5.412 0.000
H -2.069 -3.129 5.621 0.000
H -1.715 -3.112 1.319 0.008
H -2.567 -3.981 2.580 0.000
H -0.830 -4.098 2.462 0.003
```

frontier orbital gap (spin up / spin down): 5.690 / 5.919 eV
total charge: +1
ΔE to the lowest compared entry with this formula, charge and spin: 0.897 eV
LUMO (spin up / spin down): -3.51 / -4.26 eV
spin multiplicity: 3
expectation value of S²: 2.01

---

No. 3
ORCA calculation (the ωB97M-V functional and the def2-TZVPD basis) on one molecule with the formula C3H6N2O2 at a distorted geometry.

```
13
Properties=species:S:1:pos:R:3:lowdin_charge:R:1
C 0.094 1.202 -0.096 -0.459
C 2.161 -0.547 0.001 -0.015
C -2.218 -0.144 0.215 -0.032
N 0.972 0.159 -0.501 -0.027
N -0.983 0.343 -0.366 -0.086
O 0.246 2.376 0.042 0.112
O -0.158 -0.742 -0.648 -0.040
H 2.056 -1.030 0.911 0.056
H 2.529 -1.255 -0.729 0.083
H 2.950 0.255 -0.018 0.115
H -2.630 0.771 0.747 0.113
H -3.028 -0.488 -0.505 0.105
H -1.989 -0.900 0.947 0.075
```

frontier orbital gap: 9.830 eV
total charge: 0
structure (SMILES): Cn1on(C)c1=O
ΔE to the lowest compared entry with this formula, charge and spin: 5.591 eV
LUMO: 0.78 eV

---

No. 4
ORCA calculation (the ωB97M-V functional and the def2-TZVPD basis) on one molecule with the formula C3H5NOS2 at a distorted geometry.

```
12
Properties=species:S:1:pos:R:3:lowdin_charge:R:1
C -0.956 0.400 -0.337 -0.935
C -0.253 -0.345 0.746 -0.260
C 0.261 -1.684 0.481 -0.064
H 1.850 0.738 -0.333 0.066
H -0.746 2.050 -1.622 0.126
H -0.249 0.112 1.709 0.140
H 0.666 -2.322 1.300 0.124
H -0.202 -2.357 -0.313 0.136
N -0.417 1.673 -0.618 -0.458
O 1.160 -0.519 0.216 -0.219
S 1.189 2.295 -0.201 0.604
S -2.304 -0.040 -1.028 0.739
```

frontier orbital gap: 8.565 eV
total charge: 0
structure (SMILES): S=C(NS)[C@H]1CO1
ΔE to the lowest compared entry with this formula, charge and spin: 4.035 eV
LUMO: 0.01 eV